(1)
ORCA calculation (the ωB97M-V functional and the def2-TZVPD basis) on a structure of composition C20H43Cl10GaNO2S in a non-equilibrium geometry.

```
78
Properties=species:S:1:pos:R:3:forces:R:3:mulliken_charge:R:1
C 4.115743 -4.335305 -1.087415 -0.48 0.66 -0.50 -1.1715
C 4.439661 -2.973054 -0.489174 -0.19 -1.12 -1.56 0.4734
O 4.984488 -2.900595 0.564650 0.42 0.42 1.72 -0.5646
N 4.074037 -1.879891 -1.294419 0.09 0.91 0.94 0.7232
C 5.067695 -1.605792 -2.322552 -0.11 -0.90 -0.39 -1.3390
C 3.657987 -0.690312 -0.521183 -0.87 0.67 -0.54 -1.5649
C 2.155507 -0.403084 -0.784867 0.49 -1.05 0.55 0.1787
C 1.256073 -0.939676 0.346365 -0.44 0.79 -0.48 -0.5291
C -0.060935 -0.139518 0.411639 -0.15 -0.30 -0.78 -1.2614
Ga -1.123107 -0.232946 -1.345844 -0.02 -0.75 0.03 -0.0083
O -2.263367 1.310525 -1.487566 -0.02 -2.63 -1.59 -0.5132
C -2.361882 -1.870977 -1.443129 0.45 0.53 -0.29 -0.2168
C -1.615943 -3.195134 -1.342194 -0.96 -0.07 -0.13 0.1551
C -2.553735 -4.398753 -1.036244 1.62 0.08 0.61 -0.6704
S -2.386610 -4.906133 0.724883 -0.59 -0.07 0.20 -0.2607
H 3.633465 -4.948998 -0.335331 0.30 -0.19 0.22 0.3622
H 5.009602 -4.795484 -1.497076 0.11 -0.23 0.16 0.2886
H 3.392149 -4.189655 -1.884534 0.02 -0.11 -0.23 0.2897
H 4.851383 -0.672685 -2.819930 -0.09 0.31 0.08 0.3840
H 4.968764 -2.370113 -3.092764 0.24 -0.14 -0.11 0.3469
H 6.099900 -1.616219 -1.954736 0.02 0.20 0.15 0.3198
H 3.811249 -0.802851 0.547630 0.31 -0.22 0.04 0.5312
H 4.211638 0.188205 -0.846945 0.39 -0.06 0.00 0.4252
H 1.971344 0.651113 -0.971968 -0.02 0.16 0.10 0.3971
H 1.907989 -0.962050 -1.674336 -0.15 0.28 -0.50 -0.1652
H 1.832135 -0.876271 1.269528 -0.18 -0.14 0.25 0.6437
H 0.997345 -1.983843 0.164289 0.28 -0.22 0.05 -0.1032
H 0.176093 0.915249 0.525074 0.07 0.15 0.23 0.4797
H -0.657232 -0.466434 1.265526 -0.12 0.01 0.05 0.6784
H -0.127420 -0.182110 -2.617206 -0.12 0.03 -0.06 -0.2745
H -2.670888 1.277927 -2.361115 0.20 -0.39 -0.03 0.1386
H -2.877728 -1.833659 -2.407183 -0.19 -0.01 -0.02 0.3851
H -3.126553 -1.776244 -0.671379 -0.01 -0.11 0.17 -0.2074
H -0.850039 -3.125644 -0.575021 0.20 -0.18 0.08 -0.3237
H -1.130212 -3.420929 -2.291552 0.24 0.16 -0.07 0.1729
H -2.252547 -5.257243 -1.629288 -0.30 -0.14 -0.17 0.3679
H -3.594164 -4.144198 -1.189898 -0.19 -0.04 0.02 0.3264
H -1.048899 -4.905650 0.867374 -0.14 0.10 -0.35 0.0779
Cl -1.203273 4.343958 0.805373 -0.01 0.52 0.24 -0.2907
C -2.143804 3.040580 -0.004969 0.38 0.04 0.61 0.1575
C -2.988856 3.561252 -1.130583 -0.18 0.39 -0.31 -0.2371
Cl -4.338091 4.588511 -0.554378 -0.17 0.35 0.14 -0.2736
H -2.746353 2.545328 0.751818 -0.05 0.10 0.05 0.2153
H -1.426205 2.318325 -0.396806 -0.03 1.02 0.53 -0.1115
H -3.430426 2.721728 -1.662947 -0.19 0.75 0.51 0.1515
H -2.400916 4.146863 -1.832743 0.02 0.14 0.07 0.4082
Cl 1.568685 1.328072 2.665070 0.40 0.21 0.51 -0.1870
C -0.069463 1.822015 3.127011 -0.29 -0.15 -0.15 0.3913
C -0.282164 1.878479 4.615793 0.07 0.11 -0.20 -0.2496
Cl -0.248641 0.263192 5.378045 0.01 -0.04 0.04 -0.2451
H -0.756211 1.129793 2.642155 0.06 -0.04 0.10 0.2065
H -0.230470 2.795093 2.677411 -0.01 0.22 0.11 -0.3823
H -1.260265 2.306631 4.830480 -0.01 -0.04 -0.04 0.3186
H 0.473310 2.489973 5.096278 0.07 -0.10 0.02 0.1564
Cl -4.928988 0.218353 0.348264 0.04 0.09 -0.01 -0.0791
C -5.859190 -0.506177 1.677745 -0.02 0.04 0.01 -0.5357
C -5.624227 -1.993849 1.779947 0.07 0.01 0.19 -0.4505
Cl -6.324859 -2.881308 0.400413 0.01 -0.02 -0.03 -0.1987
H -6.911943 -0.278011 1.523479 0.01 -0.05 -0.05 0.3234
H -5.533126 -0.020909 2.597324 0.04 -0.07 0.01 0.2560
H -6.100151 -2.381910 2.679824 -0.04 0.02 -0.03 0.3862
H -4.562103 -2.227441 1.823409 0.00 0.00 -0.12 0.2617
Cl 2.668290 -1.626567 -4.429761 -0.25 0.01 -0.17 -0.0610
C 3.495817 -1.078557 -5.904458 0.08 -0.13 0.03 -0.5964
C 3.459613 0.421826 -6.053071 0.10 0.06 -0.07 -0.4038
Cl 1.819359 1.025227 -6.390400 -0.01 0.01 0.01 -0.1854
H 3.033745 -1.572910 -6.756045 -0.05 0.05 0.01 0.3740
H 4.531270 -1.414129 -5.831608 0.01 0.07 0.00 0.2807
H 4.087306 0.722951 -6.891338 -0.01 -0.05 -0.01 0.3398
H 3.821903 0.917873 -5.155357 -0.09 -0.03 0.04 0.2676
Cl 1.489487 5.247850 4.183836 -0.01 -0.06 0.01 -0.1627
C -0.163990 5.766461 4.594452 -0.06 0.06 -0.04 -0.4784
C -0.367407 5.892899 6.084864 -0.07 0.11 -0.05 -0.3958
Cl -0.329507 4.307725 6.899063 -0.01 0.15 0.22 -0.1663
H -0.857209 5.051851 4.155164 0.03 -0.02 0.00 0.2339
H -0.322287 6.733113 4.118682 0.01 0.01 0.03 0.3785
H -1.343984 6.331567 6.285093 -0.02 -0.05 -0.04 0.2904
H 0.392336 6.522705 6.541363 0.06 -0.07 -0.03 0.3220
```
Forces are in eV/Å.

net charge = -1
gap between HOMO and LUMO = 7.12 eV

---

(2)
ORCA calculation (the ωB97M-V functional and the def2-TZVPD basis) on the molecule C17H15ClN2O3S.

```
39
Properties=species:S:1:pos:R:3:forces:R:3:mulliken_charge:R:1
C -2.864850 -3.230063 -1.676586 -0.10 -0.19 -0.14 -0.9704
H -2.142516 -4.038700 -1.771852 -0.10 0.03 -0.03 0.2324
O -2.205721 -2.221878 -0.945942 0.09 0.35 0.13 -0.3324
C -2.887167 -1.097988 -0.629356 0.05 0.26 0.12 0.5801
C -4.176884 -0.786978 -1.047762 0.16 -0.26 -0.05 -0.4324
C -4.760239 0.420514 -0.704132 0.13 0.16 0.13 -0.8773
C -4.060975 1.335190 0.062771 0.10 -0.26 -0.07 0.0662
C -2.781849 1.044191 0.511291 -0.10 -0.16 -0.12 -0.5311
C -2.207869 -0.165639 0.172536 -0.26 -0.17 -0.15 0.1784
N -0.905493 -0.492061 0.628480 -0.49 0.18 -0.22 0.3638
C 0.212352 0.241519 0.308259 0.27 0.20 0.02 0.2622
O 0.213309 1.270764 -0.319774 -0.14 0.04 0.00 -0.7280
C 1.417445 -0.495487 0.845918 0.53 -0.20 -0.54 0.1512
C 0.854836 -1.683942 1.607323 0.03 -0.18 0.08 -0.7662
C -0.643917 -1.616399 1.403224 0.24 -0.20 0.42 0.5114
O -1.479894 -2.351405 1.844381 -0.06 -0.07 0.02 -0.5819
H 1.080090 -1.651745 2.674179 -0.07 -0.01 -0.04 0.2847
H 1.224063 -2.634477 1.218847 -0.05 0.03 0.06 0.3371
H 2.055064 0.159046 1.439240 -0.15 0.02 -0.04 0.4378
S 2.439297 -0.999455 -0.623961 0.15 0.27 0.42 -0.1771
C 3.932813 -0.075865 -0.303723 -0.62 -0.27 -0.20 0.1165
C 5.013729 -0.748431 0.241535 0.23 0.12 0.06 -0.3932
C 6.201692 -0.086883 0.483320 0.15 -0.16 0.07 -0.6323
C 6.301063 1.261063 0.166756 -0.08 -0.01 0.01 -0.5329
C 5.230093 1.934544 -0.377018 -0.04 0.08 -0.02 -0.6355
C 4.012402 1.287011 -0.632088 0.35 -0.13 0.04 0.7874
N 2.983086 1.954359 -1.216435 -0.24 0.19 -0.20 -0.4240
H 2.047914 1.575910 -1.166353 0.02 0.06 0.06 0.1424
H 3.047595 2.955694 -1.272374 -0.01 -0.04 0.03 0.2331
H 5.314927 2.982980 -0.625404 0.04 0.12 -0.02 0.2986
H 7.224874 1.790141 0.348891 0.07 0.06 0.01 0.3653
H 7.040408 -0.613968 0.909921 0.09 -0.05 0.03 0.3794
H 4.910062 -1.798387 0.470036 -0.01 -0.09 0.02 0.4267
H -2.233991 1.750859 1.113543 0.04 0.06 0.05 0.4911
Cl -4.784586 2.845171 0.479116 -0.12 0.25 0.07 -0.2297
H -5.759144 0.649922 -1.039558 -0.08 0.04 -0.02 0.4256
H -4.736865 -1.480264 -1.653797 -0.03 -0.09 -0.06 0.4107
H -3.747975 -3.593760 -1.143992 0.02 0.03 -0.01 0.3968
H -3.150844 -2.879490 -2.673119 0.00 -0.01 0.05 0.3655
```
Forces are in eV/Å.

gap between HOMO and LUMO = 8.63 eV
SMILES = COc1ccc(Cl)cc1N1C(=O)C[C@@H](Sc2ccccc2N)C1=O
ΔE to the lowest compared entry with this formula, charge and spin = 0.0 kJ/mol